Below is a cluster of 13 separate species, C67H163F10N9O25P3S10 in total, with properties calculated with the ωB97M-V functional and the def2-TZVPD basis.

Summary:
* E: -11028.12744 a.u.
* orbital gap: 5.665 eV
* net charge: +1
* highest occupied orbital energy: -0.3046 hartree

Cartesian coordinates (Å):
C (0.2208, 1.2829, -2.3160)
C (0.4413, -0.1643, -2.7986)
C (0.2681, -1.2459, -1.7134)
O (-0.0500, -0.3945, -4.1357)
H (-0.7408, 1.5066, -1.8542)
H (0.4065, 2.0059, -3.1102)
H (0.8688, 1.5603, -1.4846)
H (1.5204, -0.2593, -2.9197)
H (0.6125, -0.9975, -0.7095)
H (0.8265, -2.1210, -2.0460)
H (-0.7002, -1.7452, -1.7477)
C (4.4404, -1.5804, -5.3445)
C (3.4083, -2.6393, -5.4105)
C (2.9239, -3.2405, -4.1141)
O (2.0040, -4.3124, -4.3183)
C (1.7118, -4.9800, -3.1655)
N (2.1456, -2.0089, -6.0331)
H (1.6094, -2.6586, -6.5903)
H (1.5435, -1.5968, -5.3348)
H (2.3788, -1.2259, -6.6270)
H (4.9412, -1.2768, -6.2639)
H (5.2154, -2.0007, -4.7035)
H (4.0009, -0.7849, -4.7427)
H (3.7180, -3.4073, -6.1192)
H (2.5960, -2.3567, -3.5669)
H (3.7533, -3.6378, -3.5290)
H (2.5624, -5.1096, -2.4963)
H (1.2465, -5.9106, -3.4904)
H (1.1051, -4.2613, -2.6147)
C (7.8159, 0.0902, 4.0759)
C (7.0081, 0.1260, 2.7550)
C (6.0834, 1.3627, 2.9258)
O (5.0422, 1.4040, 1.9368)
C (3.9424, 0.5549, 2.1049)
N (7.8875, 0.1759, 1.4750)
H (8.4660, 0.9990, 1.3859)
H (8.5142, -0.6076, 1.5907)
H (7.3474, -0.0957, 0.6659)
H (8.5662, 0.8803, 4.0453)
H (8.4826, -0.7698, 4.0117)
H (7.2278, 0.1106, 4.9934)
H (6.4260, -0.7853, 2.6176)
H (6.6915, 2.2488, 2.7439)
H (5.6384, 1.5311, 3.9064)
H (3.1626, 0.8146, 1.3889)
H (3.5450, 0.7656, 3.0977)
H (4.1184, -0.5177, 2.0225)
C (-0.2768, 3.6546, -7.7901)
C (-0.0664, 2.9863, -6.4212)
C (-0.9568, 3.3303, -5.2937)
O (-0.5731, 4.5511, -4.6280)
C (-1.5344, 5.2125, -3.8155)
N (0.0292, 1.4544, -6.5391)
H (-0.7797, 1.0206, -6.9605)
H (0.8515, 1.2183, -7.0759)
H (0.0605, 1.0327, -5.6218)
H (0.1030, 4.6715, -7.6916)
H (-1.3553, 3.7321, -7.9278)
H (0.2395, 3.0424, -8.5295)
H (0.8783, 3.4420, -6.1246)
H (-1.0771, 2.5726, -4.5194)
H (-1.9822, 3.1253, -5.6013)
H (-1.2346, 4.9543, -2.7998)
H (-2.5278, 4.8001, -3.9920)
H (-1.6447, 6.2907, -3.9314)
C (3.6931, 5.9947, -7.2431)
C (3.0659, 6.3456, -5.9072)
C (4.0636, 6.0444, -4.7296)
O (4.2222, 4.6158, -4.5806)
C (3.5130, 3.9496, -3.5679)
N (2.6058, 7.8248, -5.9521)
H (3.4023, 8.4416, -5.8796)
H (1.9558, 7.9929, -6.7065)
H (2.0454, 7.9370, -5.1194)
H (4.5757, 6.5234, -7.6032)
H (3.0385, 6.0359, -8.1137)
H (4.1160, 4.9906, -7.2770)
H (2.0758, 5.8899, -5.8955)
H (3.7393, 6.5480, -3.8189)
H (5.0189, 6.4693, -5.0380)
H (3.5628, 2.8633, -3.6418)
H (2.4764, 4.2531, -3.4212)
H (4.0043, 4.2853, -2.6547)
C (-4.2043, 1.8280, -2.8340)
C (-4.7100, 1.7501, -4.3132)
C (-4.9278, 0.3301, -4.7788)
C (-3.6791, -0.5314, -4.9856)
P (-3.9187, -2.3943, -5.0022)
C (-4.8737, -2.9801, -6.4350)
C (-6.0147, -2.0053, -6.9550)
C (-7.2125, -1.9333, -6.0485)
C (-8.1013, -0.7610, -6.5390)
C (-2.3605, -3.1588, -5.0741)
C (-2.0540, -4.7222, -4.6972)
C (-3.0053, -5.7878, -5.3014)
C (-2.5123, -6.1552, -6.6989)
C (-4.7709, -2.8977, -3.4096)
C (-3.9304, -2.7682, -2.1416)
C (-4.7235, -2.4033, -0.8433)
C (-3.9183, -2.5305, 0.3804)
H (-4.3309, 2.8842, -2.5966)
H (-3.2164, 1.3712, -2.7746)
H (-4.6382, 1.3344, -1.9644)
H (-4.0652, 2.2799, -5.0143)
H (-5.6201, 2.3317, -4.4603)
H (-5.4489, 0.3538, -5.7359)
H (-5.5496, -0.1102, -3.9993)
H (-2.9194, -0.3513, -4.2251)
H (-3.0529, -0.2279, -5.8246)
H (-5.1736, -4.0223, -6.3253)
H (-4.0774, -3.0746, -7.1733)
H (-6.3117, -2.5779, -7.8337)
H (-5.7449, -1.0574, -7.4205)
H (-6.7584, -1.5604, -5.1304)
H (-7.8147, -2.8404, -5.9976)
H (-8.4864, -0.2451, -5.6594)
H (-8.8726, -1.1390, -7.2099)
H (-7.5898, -0.0646, -7.2035)
H (-1.7599, -2.5284, -4.4184)
H (-1.7974, -3.2101, -6.0060)
H (-2.0796, -4.9062, -3.6231)
H (-0.9934, -4.9246, -4.8460)
H (-3.9710, -5.3065, -5.1472)
H (-3.1571, -6.6827, -4.6979)
H (-2.4924, -5.3147, -7.3926)
H (-3.0397, -6.9438, -7.2356)
H (-1.4500, -6.3936, -6.7520)
H (-4.9235, -3.9737, -3.4935)
H (-5.7683, -2.4581, -3.4055)
H (-3.1819, -1.9950, -2.3149)
H (-3.3825, -3.6519, -1.8143)
H (-5.6383, -2.9960, -0.8505)
H (-5.1669, -1.4102, -0.9149)
H (-3.7081, -3.5942, 0.4920)
H (-4.3983, -2.1020, 1.2602)
H (-2.9819, -1.9737, 0.4164)
C (-0.8746, -5.7003, 9.0635)
C (-1.4179, -4.5005, 8.2329)
C (-1.3725, -4.8189, 6.8162)
C (-1.4229, -3.4655, 5.9551)
P (-1.4569, -3.6448, 4.1377)
C (-1.9551, -1.9475, 3.6613)
C (-0.9039, -0.9763, 4.1626)
C (-0.9950, 0.3751, 3.3878)
C (-1.9351, 1.4420, 3.9587)
C (0.2116, -4.3873, 3.6871)
C (0.4499, -4.3885, 2.1747)
C (1.8846, -4.2811, 1.7894)
C (2.0691, -4.3557, 0.2335)
C (-2.6289, -4.8126, 3.5238)
C (-4.1207, -4.3980, 3.3183)
C (-4.9809, -4.7854, 4.5643)
C (-6.2877, -3.9705, 4.3654)
H (-0.2118, -6.3995, 8.5536)
H (-1.6798, -6.3354, 9.4331)
H (-0.1925, -5.3000, 9.8136)
H (-0.9579, -3.5649, 8.5509)
H (-2.4180, -4.2822, 8.6073)
H (-2.0404, -5.6507, 6.5924)
H (-0.3906, -5.2793, 6.7060)
H (-0.6725, -2.7436, 6.2772)
H (-2.4074, -3.0776, 6.2167)
H (-2.8904, -1.9921, 4.2192)
H (-2.2313, -1.8968, 2.6081)
H (0.0897, -1.3897, 3.9897)
H (-1.0066, -0.7848, 5.2307)
H (-1.3492, 0.2125, 2.3698)
H (0.0396, 0.7150, 3.3412)
H (-2.9476, 1.2844, 3.5873)
H (-1.7956, 2.4489, 3.5652)
H (-1.8975, 1.3372, 5.0430)
H (0.2695, -5.2983, 4.2828)
H (0.9867, -3.7946, 4.1729)
H (-0.1548, -3.6253, 1.6849)
H (-0.0080, -5.2952, 1.7791)
H (2.4875, -5.0008, 2.3431)
H (2.2729, -3.2913, 2.0295)
H (2.0325, -3.3708, -0.2321)
H (1.2562, -4.9674, -0.1577)
H (3.0249, -4.8220, -0.0056)
H (-2.5742, -5.8392, 3.8860)
H (-2.2866, -4.8918, 2.4920)
H (-4.5837, -4.6719, 2.3703)
H (-4.2845, -3.3216, 3.2655)
H (-4.5059, -4.5602, 5.5191)
H (-5.2578, -5.8351, 4.6618)
H (-7.1590, -4.2958, 4.9339)
H (-6.6641, -4.0683, 3.3472)
H (-6.1122, -2.9152, 4.5742)
C (2.1995, 3.8911, 3.3083)
C (2.5074, 3.3108, 4.7513)
C (2.8474, 4.4106, 5.7118)
C (3.0379, 4.0320, 7.1580)
P (1.6088, 3.6970, 8.2933)
C (1.1564, 1.8866, 8.3339)
C (0.2904, 1.5454, 9.5871)
C (-0.7430, 0.4018, 9.3285)
C (-1.8445, 0.3120, 10.3181)
C (0.0092, 4.4478, 7.6127)
C (-0.8250, 3.8491, 6.4932)
C (-2.0198, 4.7326, 6.0664)
C (-3.1336, 4.9261, 7.0944)
C (2.1129, 4.0282, 10.1227)
C (3.5165, 3.5779, 10.3921)
C (4.0396, 3.8440, 11.7866)
C (3.2292, 3.1835, 12.9730)
H (2.1075, 3.0386, 2.6353)
H (2.8349, 4.7367, 3.0449)
H (1.2001, 4.3258, 3.2907)
H (3.4521, 2.8142, 4.5299)
H (1.6592, 2.6570, 4.9542)
H (2.1648, 5.2592, 5.7552)
H (3.7676, 4.7752, 5.2553)
H (3.4933, 4.9073, 7.6212)
H (3.7831, 3.2462, 7.2817)
H (2.0639, 1.2911, 8.2346)
H (0.5843, 1.6029, 7.4505)
H (-0.2251, 2.4606, 9.8783)
H (0.9169, 1.0563, 10.3331)
H (-0.1752, -0.5190, 9.1949)
H (-1.2107, 0.4263, 8.3442)
H (-1.3309, 0.0102, 11.2310)
H (-2.6419, -0.4212, 10.1972)
H (-2.3890, 1.2067, 10.6198)
H (0.1509, 5.5171, 7.4555)
H (-0.6146, 4.2520, 8.4848)
H (-1.2390, 2.8724, 6.7438)
H (-0.1447, 3.6719, 5.6602)
H (-2.4044, 4.2044, 5.1940)
H (-1.6438, 5.7165, 5.7856)
H (-2.8312, 5.5359, 7.9458)
H (-3.3348, 3.9442, 7.5227)
H (-4.0120, 5.3823, 6.6379)
H (1.4882, 3.5419, 10.8719)
H (1.9840, 5.0966, 10.2959)
H (4.2587, 3.8766, 9.6518)
H (3.5527, 2.4900, 10.3359)
H (3.8155, 4.8992, 11.9433)
H (5.0819, 3.5289, 11.8357)
H (3.8378, 3.0327, 13.8646)
H (2.9799, 2.2423, 12.4830)
H (2.2456, 3.6011, 13.1880)
N (-2.0905, 0.3415, -8.0681)
S (-1.8261, -1.0574, -8.8901)
O (-2.1030, -1.1211, -10.3019)
O (-2.1285, -2.2684, -8.1278)
F (-0.2415, -0.9243, -8.8546)
S (-3.0410, 0.9282, -8.9711)
O (-4.3209, 0.1732, -9.2245)
O (-2.6541, 1.9513, -9.9848)
F (-3.5498, 1.9201, -7.7678)
N (2.6856, 0.3749, -7.3741)
S (3.0820, 0.1413, -8.8501)
O (4.4550, -0.1994, -9.1016)
O (2.3545, 0.7504, -9.9236)
F (2.5836, -1.4296, -8.8355)
S (3.8538, 1.5703, -7.0578)
O (4.0095, 2.7178, -8.0431)
O (5.0411, 1.1588, -6.3432)
F (2.9753, 2.3410, -5.9604)
N (-2.0735, -8.1142, -0.1273)
S (-1.8641, -6.5322, -0.8683)
O (-0.8405, -6.3903, -1.8704)
O (-2.0200, -5.3661, -0.0211)
F (-3.2178, -6.5846, -1.7210)
S (-1.1621, -7.9397, 1.0415)
O (-1.6774, -7.4075, 2.2886)
O (0.2765, -7.8559, 0.8111)
F (-1.2649, -9.4878, 1.4678)
N (6.4605, -0.5427, -0.9772)
S (5.3145, 0.6576, -1.3483)
O (5.8107, 1.9684, -0.9462)
O (3.8806, 0.5065, -1.0895)
F (5.3965, 0.7254, -2.9620)
S (5.5398, -1.6638, -0.7863)
O (4.5247, -2.0215, -1.7893)
O (5.2607, -2.0995, 0.6012)
F (6.6809, -2.7428, -1.2780)
N (0.1158, 7.8140, 0.0770)
S (-0.2952, 7.8632, -1.3508)
O (-1.6859, 7.5971, -1.6336)
O (0.6372, 7.5323, -2.4253)
F (-0.1509, 9.4522, -1.5824)
S (0.4596, 6.2151, 0.1205)
O (1.8705, 5.9426, -0.2933)
O (-0.6772, 5.2894, -0.1921)
F (0.5659, 6.0182, 1.7056)

---

Below is a structure of composition C67H43BrI4IrN6P, with properties calculated with the ωB97M-V functional and the def2-TZVPD basis.

Summary:
* E: -7117.71607 a.u.
* <S²>: 0.854
* energy relative to the best compared isomer or geometry (same formula, charge and spin): 86.53 kcal per mole
* orbital gap (alpha / beta): 3.503 / 4.200 eV
* net charge: +1
* 2S+1: 2
* highest occupied orbital energy (alpha / beta): -0.3192 / -0.3232 hartree

Cartesian coordinates (Å):
Ir (0.6456, -0.6291, 0.5990)
I (4.2346, 6.3222, -4.3573)
C (3.4241, 4.7916, -3.2189)
C (2.0922, 4.6719, -3.0329)
C (1.5324, 3.6385, -2.1650)
C (2.4312, 2.6217, -1.6632)
C (3.7974, 2.8015, -1.8263)
C (4.2793, 3.8606, -2.5691)
C (1.9652, 1.4162, -0.9003)
C (2.6326, 0.1383, -1.3808)
C (3.4704, -0.2387, -2.4446)
C (3.3855, -1.6292, -2.5052)
C (2.4749, -2.0356, -1.5071)
C (1.7828, -3.2654, -1.3985)
C (2.2097, -4.3561, -2.3181)
C (3.5045, -4.8619, -2.2641)
C (3.9094, -5.8722, -3.1245)
C (3.0135, -6.3709, -4.0594)
I (3.6024, -7.8996, -5.3384)
C (1.7241, -5.8646, -4.1423)
C (1.3276, -4.8623, -3.2689)
C (0.6867, -3.4660, -0.6020)
N (0.0813, -2.5212, 0.2518)
C (-0.9490, -3.1661, 0.8648)
C (-1.7133, -2.6567, 1.9192)
C (-2.7902, -3.5537, 2.4535)
C (-2.5990, -4.2694, 3.6321)
C (-3.5877, -5.1102, 4.1233)
C (-4.7827, -5.2404, 3.4280)
I (-6.2742, -6.4870, 4.1631)
C (-4.9871, -4.5491, 2.2448)
C (-3.9869, -3.7133, 1.7637)
C (-1.3887, -1.5190, 2.6283)
C (-1.9241, -1.1754, 3.9321)
C (-1.1344, -0.2274, 4.4558)
C (-0.1304, 0.1261, 3.4746)
N (-0.3512, -0.6640, 2.3150)
C (0.8800, 1.0270, 3.6645)
C (1.7371, 1.4627, 2.6235)
C (2.6724, 2.5177, 2.5955)
C (3.0419, 2.7059, 1.2591)
C (2.2899, 1.7662, 0.5388)
N (1.5624, 1.0203, 1.3526)
C (1.1279, 1.5904, 5.0219)
C (2.3049, 1.2586, 5.6870)
C (2.5409, 1.7153, 6.9758)
C (1.5992, 2.5221, 7.5999)
I (1.9255, 3.1724, 9.5469)
C (0.4385, 2.8919, 6.9381)
C (0.2096, 2.4225, 5.6520)
C (-1.0409, -4.5268, 0.3854)
C (-0.0324, -4.7113, -0.4841)
N (2.0627, -0.9228, -0.8339)
H (1.4000, 5.3828, -3.4710)
H (0.7154, 3.1413, -2.7028)
H (4.4869, 2.0856, -1.3993)
H (5.3514, 3.9647, -2.6910)
H (4.0589, 0.4014, -3.0828)
H (3.8650, -2.2746, -3.2227)
H (4.1992, -4.4734, -1.5294)
H (4.9146, -6.2659, -3.0646)
H (1.0326, -6.2448, -4.8819)
H (0.3242, -4.4568, -3.3363)
H (-1.6631, -4.1690, 4.1692)
H (-3.4256, -5.6628, 5.0384)
H (-5.9132, -4.6609, 1.6978)
H (-4.1424, -3.1913, 0.8274)
H (-2.7762, -1.6473, 4.3933)
H (-1.2173, 0.2130, 5.4354)
H (2.9887, 3.0933, 3.4515)
H (3.6992, 3.4656, 0.8684)
H (3.0365, 0.6295, 5.1950)
H (3.4522, 1.4412, 7.4890)
H (-0.2811, 3.5430, 7.4154)
H (-0.6918, 2.7207, 5.1290)
H (-1.7570, -5.2549, 0.7288)
H (0.2271, -5.6246, -0.9929)
Br (-4.0312, -3.8303, -4.3893)
C (-2.4069, -2.9340, -4.0742)
C (-1.4809, -2.7680, -5.0873)
C (-0.2994, -2.1111, -4.7829)
C (-0.1037, -1.6449, -3.4921)
N (-1.0016, -1.7999, -2.5212)
C (-2.1317, -2.4401, -2.8085)
H (-1.6765, -3.1499, -6.0802)
H (0.4652, -1.9737, -5.5368)
H (0.8223, -1.1545, -3.2088)
H (-2.8435, -2.5764, -2.0010)
N (0.5100, 0.9874, -0.8418)
P (-0.7022, 2.0416, -0.7244)
C (-2.1250, 1.5777, 0.2626)
C (-2.5551, 0.2581, 0.3529)
C (-3.7236, -0.0274, 1.0487)
C (-4.4594, 0.9820, 1.6456)
C (-4.0444, 2.3016, 1.5379)
C (-2.8872, 2.5993, 0.8422)
C (-1.4411, 2.4652, -2.3280)
C (-0.8882, 1.9495, -3.4982)
C (-1.4448, 2.2543, -4.7335)
C (-2.5621, 3.0716, -4.8065)
C (-3.1303, 3.5782, -3.6437)
C (-2.5760, 3.2742, -2.4111)
C (-0.0213, 3.5530, -0.0374)
C (0.0373, 3.7098, 1.3228)
C (0.8086, 4.7194, 1.9149)
C (1.6163, 5.5477, 1.1056)
C (1.6167, 5.4197, -0.2425)
C (0.7326, 4.4578, -0.9478)
H (-2.0119, -0.5340, -0.1469)
H (-4.0557, -1.0496, 1.1252)
H (-5.3644, 0.7436, 2.1895)
H (-4.6188, 3.0951, 1.9968)
H (-2.5643, 3.6309, 0.7759)
H (-0.0374, 1.2843, -3.4308)
H (-1.0113, 1.8439, -5.6362)
H (-2.9998, 3.3068, -5.7679)
H (-4.0127, 4.2016, -3.6975)
H (-3.0425, 3.6617, -1.5152)
H (-0.5063, 3.0233, 1.9608)
H (0.8156, 4.8347, 2.9892)
H (2.2590, 6.2836, 1.5707)
H (2.2522, 6.0581, -0.8447)
H (0.0129, 5.0264, -1.5537)